(1)
{"formula": "CHF3N2", "method": "ωB97M-V/def2-TZVPD", "species": ["C", "N", "N", "F", "F", "F", "H"], "coordinates": [[-1.09630, 1.00076, 0.54694], [-3.46601, 0.13080, -0.33789], [-0.42626, -0.07583, 0.41124], [-0.62592, 1.59489, 1.74136], [-4.05640, -0.99158, -0.13724], [-0.57257, -0.97370, -0.65706], [0.39512, -0.27491, 0.99285]], "forces_ev_per_a": [[-0.8, 1.8, 0.6], [0.2, 1.1, -0.4], [1.6, -1.3, 0.4], [-0.2, -1.3, -1.7], [-0.6, -1.2, 0.2], [0.0, 1.5, 1.3], [-0.2, -0.6, -0.4]], "gap_ev": [9.463, 9.327], "charge": 0, "homo_energy_ev": [-9.805, -9.711]}

***

(2)
{"formula": "CH3I2P", "method": "ωB97M-V/def2-TZVPD", "species": ["C", "P", "I", "I", "H", "H", "H"], "coordinates": [[0.30539, -0.16643, 0.48525], [-0.90073, 0.89464, -0.29091], [2.25618, 1.00136, -0.08369], [0.55203, -2.23138, -0.09108], [0.36746, -0.12130, 1.63169], [-2.12753, -0.02287, -0.13181], [-0.45280, 0.64598, -1.51945]], "forces_ev_per_a": [[2.6, -0.1, 1.8], [-2.6, 0.1, 2.2], [-1.2, -0.8, 0.5], [-0.2, 0.6, 0.2], [-0.3, -0.1, -1.9], [1.6, 0.9, -0.6], [0.1, -0.7, -2.1]], "gap_ev": 8.415, "charge": 0, "homo_energy_ev": -9.240}

***

(3)
{"formula": "C19H16N2O3S", "method": "ωB97M-V/def2-TZVPD", "species": ["C", "O", "C", "C", "C", "C", "C", "C", "C", "C", "C", "C", "C", "S", "N", "C", "O", "C", "C", "C", "N", "C", "C", "O", "C", "H", "H", "H", "H", "H", "H", "H", "H", "H", "H", "H", "H", "H", "H", "H", "H"], "coordinates": [[-6.40372, -0.05106, -1.04639], [-5.46613, 0.74097, -0.35965], [-4.17025, 0.33786, -0.34140], [-3.67071, -0.78514, -0.97936], [-2.32769, -1.11509, -0.88896], [-1.45631, -0.31844, -0.16373], [-0.03017, -0.64100, -0.06747], [0.93371, 0.35915, -0.16934], [2.28327, 0.03535, -0.08700], [3.32052, 1.03395, -0.18466], [4.67516, 0.83060, -0.13986], [5.41602, 2.01956, -0.26068], [4.62414, 3.11717, -0.39506], [2.95554, 2.72206, -0.37777], [2.70478, -1.22533, 0.08532], [1.81223, -2.18431, 0.18874], [2.22521, -3.44338, 0.36504], [3.62400, -3.64230, 0.43061], [0.41539, -1.95621, 0.12651], [-0.45300, -3.04677, 0.31797], [-1.13064, -3.95535, 0.49992], [-1.94896, 0.82724, 0.47030], [-3.28670, 1.16008, 0.39842], [-3.85728, 2.24245, 0.99321], [-3.03801, 3.10180, 1.74522], [-6.45520, -1.06350, -0.63314], [-6.17786, -0.10649, -2.11650], [-7.36312, 0.44450, -0.90699], [-4.32214, -1.42183, -1.55538], [-1.96387, -1.98716, -1.40884], [0.63758, 1.38276, -0.33675], [5.10250, -0.14795, -0.02416], [6.49047, 2.06034, -0.24866], [4.91839, 4.14223, -0.50442], [4.05360, -3.08025, 1.26278], [3.76473, -4.71038, 0.57959], [4.10205, -3.31946, -0.49694], [-1.26804, 1.43207, 1.04775], [-2.57797, 2.58274, 2.59283], [-2.25457, 3.55563, 1.12872], [-3.69828, 3.88290, 2.11848]], "forces_ev_per_a": [[-0.2, -0.2, -0.1], [0.4, 0.1, 0.2], [0.0, 0.1, 0.1], [-0.3, 0.1, 0.0], [0.3, 0.2, 0.1], [-0.4, -0.1, -0.2], [0.4, -0.3, 0.0], [0.2, -0.1, 0.0], [-0.7, -0.5, 0.1], [0.5, 0.8, -0.1], [-0.5, -0.1, 0.0], [0.1, 0.3, 0.0], [-0.3, 0.0, 0.0], [0.5, -0.4, 0.0], [0.0, -0.2, 0.0], [-0.1, 0.3, -0.1], [-0.5, 0.1, 0.0], [0.5, -0.1, 0.0], [0.8, 0.7, -0.1], [-0.3, -0.5, 0.2], [-0.2, -0.2, 0.0], [-0.1, 0.1, 0.1], [-0.2, 0.1, 0.0], [-0.1, -0.3, -0.2], [0.2, 0.1, 0.1], [0.0, 0.0, 0.0], [0.0, 0.0, 0.1], [0.1, -0.1, 0.0], [-0.1, 0.0, 0.0], [0.0, -0.1, 0.0], [-0.1, 0.1, 0.0], [0.0, -0.2, 0.0], [0.2, 0.0, 0.0], [0.1, 0.2, 0.0], [0.0, -0.1, -0.1], [0.0, 0.1, 0.0], [0.0, 0.0, 0.1], [0.0, 0.1, 0.1], [0.0, 0.0, 0.0], [0.0, 0.0, 0.0], [0.1, 0.0, 0.0]], "gap_ev": 7.836, "charge": 0, "homo_energy_ev": -8.186, "smiles": "COc1ccc(-c2cc(-c3cccs3)nc(OC)c2C#N)cc1OC"}

***

(4)
{"formula": "C4H5ClF2", "method": "ωB97M-V/def2-TZVPD", "species": ["C", "C", "C", "Cl", "C", "F", "F", "H", "H", "H", "H", "H"], "coordinates": [[-2.77236, -0.65236, -0.02779], [-1.29212, -0.99628, -0.11335], [-0.18562, -0.19100, -0.09894], [-0.31704, 1.56342, 0.14078], [1.16888, -0.72411, -0.12575], [1.91487, 0.01686, -1.01449], [1.75875, -0.66809, 1.09752], [-2.78069, 0.37059, 0.32001], [-3.34266, -0.59041, -1.01388], [-3.29460, -1.30772, 0.62515], [-0.93959, -1.99445, -0.42084], [1.17199, -1.81263, -0.45586]], "forces_ev_per_a": [[1.0, 1.1, -1.6], [1.8, 0.4, -1.4], [-3.7, 0.4, 0.8], [0.1, -0.9, 0.0], [0.9, -1.3, -1.0], [0.1, -0.5, 0.5], [0.2, 0.2, -0.2], [-0.4, 0.2, 0.5], [1.1, -0.5, 1.0], [-0.4, -0.5, 0.6], [-0.8, 0.0, 0.5], [0.1, 1.3, 0.3]], "gap_ev": 10.628, "charge": 0, "homo_energy_ev": -9.902, "smiles": "C/C=C(\\Cl)C(F)F"}

***

(5)
{"formula": "C5H15NO2", "method": "ωB97M-V/def2-TZVPD", "species": ["C", "C", "C", "C", "N", "C", "O", "H", "H", "H", "H", "H", "H", "H", "H", "H", "H", "H", "H", "H", "O", "H", "H"], "coordinates": [[0.03721, 0.35151, 2.83933], [-0.40861, 0.38745, 1.37872], [0.76975, 0.89756, 0.49214], [1.49642, -0.18676, -0.25158], [0.97206, -0.21726, -1.58500], [0.45569, -1.45339, -2.13584], [-0.90780, -1.50953, -1.87056], [0.15423, 1.44177, 3.23066], [0.94461, -0.19880, 2.96495], [-0.77086, -0.22536, 3.51974], [-0.58518, -0.62807, 0.96036], [-1.41847, 0.97092, 1.29942], [1.44992, 1.54635, 0.93165], [0.15288, 1.50121, -0.26117], [2.53899, 0.30625, -0.22236], [1.53301, -1.19411, 0.12363], [0.76135, 0.69598, -2.12048], [0.58364, -1.34904, -3.17384], [0.71989, -2.42154, -1.59143], [-1.48441, -0.80019, -2.12398], [-2.51031, 0.72177, -1.19272], [-1.57428, 0.53137, -0.84692], [-2.90974, 0.83191, -0.36473]], "forces_ev_per_a": [[-2.8, 0.4, 1.8], [-0.3, 0.0, 0.2], [-4.4, 0.0, -0.8], [1.7, 3.0, -1.1], [0.6, -0.1, -1.7], [-0.9, 1.4, 1.9], [-1.9, -2.0, 0.8], [-0.1, -2.0, -0.5], [0.8, -0.2, 0.0], [1.7, 1.5, -1.4], [-0.4, 0.4, 0.6], [2.0, -0.8, 0.1], [0.9, 1.3, 1.4], [1.6, -0.4, 0.5], [-0.7, -1.6, -0.4], [-0.1, -0.2, 0.6], [0.7, -2.4, 1.4], [0.7, -0.9, -1.6], [1.0, 1.5, -1.2], [0.0, 0.7, -0.6], [3.2, -0.5, -0.7], [-1.7, 0.3, -1.1], [-1.6, 0.3, 1.8]], "gap_ev": 9.292, "charge": 0, "homo_energy_ev": -8.425, "smiles": "CCCCNCO.O"}